Here is one molecule with the formula C4H10N4 at a distorted geometry from OMol25. Energies are from wB97M-V/def2-TZVPD.

Cartesian coordinates (Å):
C  -0.108  -1.135  1.537
C  -0.095  -0.566  0.207
C  0.552  1.739  -0.885
C  -0.330  1.977  -1.806
H  -1.293  -1.368  1.885
H  0.254  -2.201  1.139
H  0.381  -0.654  2.280
H  -1.121  -2.660  -0.011
H  -1.765  -2.373  -1.659
H  1.356  1.341  1.960
H  2.717  0.580  0.719
H  1.227  2.523  -0.525
H  -0.761  3.091  -2.351
H  -0.917  1.039  -1.998
N  -0.898  -0.864  -0.800
N  -1.549  -1.914  -0.664
N  0.720  0.726  -0.064
N  1.631  0.720  1.037

Computed properties:
LUMO energy	0.736	eV
M	114.2	g mol⁻¹
SMILES	C=CN(N)/C(C)=N/N
strongest force on any atom	9.327	eV/Å
orbital gap	7.9	eV


Here is a 2-piece molecular cluster, C5H5N3O overall at a distorted geometry from OMol25. Energies are from wB97M-V/def2-TZVPD.

Cartesian coordinates (Å):
C  -1.036  -1.606  -0.121
C  -2.608  0.130  0.382
C  0.946  1.586  -0.159
C  2.620  -0.190  -0.281
C  -2.242  -1.186  0.446
N  0.014  -1.815  -0.497
N  -2.850  1.279  0.245
N  -0.040  2.166  -0.008
O  2.089  1.074  -0.436
H  3.427  -0.278  -1.051
H  1.855  -0.909  -0.583
H  2.964  -0.377  0.801
H  -2.806  -2.024  0.775
H  -2.335  2.149  0.489

Computed properties:
LUMO energy	0.606	eV
M	123.1	g mol⁻¹
SMILES	N#CC=C=N.COC#N
strongest force on any atom	3.510	eV/Å
orbital gap	9.6	eV


Here is one molecule with the formula CH3NO2S2 at a distorted geometry from OMol25. Energies are from wB97M-V/def2-TZVPD.

Cartesian coordinates (Å):
C  -0.124  -0.182  0.236
N  1.265  -0.815  2.744
O  2.668  1.020  3.666
O  0.577  1.683  2.511
S  -0.464  -1.188  1.684
S  1.448  0.662  3.021
H  -0.180  0.872  0.492
H  -0.901  -0.432  -0.480
H  0.848  -0.438  -0.179

Computed properties:
LUMO energy	-0.854	eV
M	125.2	g mol⁻¹
SMILES	CSN=S(=O)=O
strongest force on any atom	3.181	eV/Å
orbital gap	8.9	eV


Here is a 3-piece molecular cluster, C2H6O overall at a distorted geometry from OMol25. Energies are from wB97M-V/def2-TZVPD.

Cartesian coordinates (Å):
C  0.862  0.431  -0.750
C  0.765  -0.691  -0.021
O  -1.525  0.467  0.640
H  1.304  1.354  -0.321
H  -1.987  -0.789  0.897
H  0.753  0.526  -1.850
H  0.295  -1.589  -0.525
H  1.572  -0.715  0.790
H  -2.039  1.007  1.140

Computed properties:
LUMO energy	0.244	eV
M	46.1	g mol⁻¹
strongest force on any atom	8.133	eV/Å
orbital gap	9.3	eV


Here is one molecule with the formula C8H19N3 at a distorted geometry from OMol25. Energies are from wB97M-V/def2-TZVPD.

Cartesian coordinates (Å):
C  -0.960  -1.817  0.811
C  -0.615  -0.500  1.451
C  -1.583  0.618  1.516
C  0.187  -0.505  2.706
C  0.476  2.213  -0.551
C  1.793  0.508  -2.127
C  -0.703  0.456  -1.966
C  0.585  0.752  -1.184
N  -0.243  -1.989  -0.515
N  0.997  -1.481  -0.423
N  0.977  -0.119  -0.096
H  -0.766  -2.663  1.403
H  -2.000  -1.791  0.497
H  -0.934  1.469  1.764
H  -2.326  0.338  2.248
H  -2.081  1.277  0.682
H  -0.426  -0.800  3.650
H  0.682  0.475  2.865
H  0.969  -1.279  2.722
H  0.204  1.890  0.458
H  1.338  2.828  -0.698
H  -0.407  2.664  -0.840
H  2.807  0.623  -1.669
H  1.812  1.108  -3.102
H  1.807  -0.656  -2.436
H  -1.637  0.777  -1.547
H  -0.542  0.969  -2.986
H  -0.733  -0.619  -2.039
H  -0.317  -2.965  -0.905
H  1.640  -1.780  0.313

Computed properties:
LUMO energy	0.699	eV
M	157.3	g mol⁻¹
strongest force on any atom	3.510	eV/Å
orbital gap	8.4	eV


Here is C41H44AsN4NaO5S4 as an isolated structure at a distorted geometry from OMol25. Energies are from wB97M-V/def2-TZVPD.

Cartesian coordinates (Å):
Na  0.105  0.558  -0.723
O  4.396  0.193  -1.942
C  4.801  1.435  -1.578
C  6.159  1.732  -1.684
C  6.618  2.994  -1.356
C  5.732  3.978  -0.914
C  4.387  3.675  -0.802
C  3.895  2.405  -1.128
C  2.431  2.074  -1.014
O  2.077  0.820  -1.113
N  1.640  3.099  -0.830
N  0.281  2.813  -0.630
C  -0.405  3.882  -0.724
S  0.301  5.427  -1.203
C  -1.212  6.369  -0.893
C  -2.420  5.492  -1.179
S  -2.124  3.912  -0.373
H  3.443  0.154  -1.697
H  6.829  0.950  -2.024
H  7.674  3.217  -1.446
H  6.092  4.974  -0.668
H  3.675  4.418  -0.461
H  -1.192  7.241  -1.546
H  -1.218  6.697  0.145
H  -2.566  5.333  -2.246
H  -3.331  5.908  -0.747
O  -1.637  0.241  -1.613
As  -3.257  0.495  -1.327
C  -3.995  1.770  -2.556
C  -5.080  2.609  -2.313
C  -5.532  3.459  -3.315
C  -4.910  3.462  -4.559
C  -3.838  2.609  -4.806
C  -3.378  1.761  -3.805
C  -3.691  0.733  0.526
C  -4.437  1.769  1.081
C  -4.701  1.770  2.445
C  -4.221  0.743  3.250
C  -3.473  -0.288  2.695
C  -3.210  -0.299  1.335
C  -4.210  -1.114  -1.766
C  -3.478  -2.233  -2.137
C  -4.143  -3.411  -2.468
C  -5.532  -3.459  -2.429
C  -6.261  -2.333  -2.056
C  -5.599  -1.159  -1.724
H  -5.588  2.603  -1.359
H  -6.374  4.116  -3.124
H  -5.266  4.129  -5.339
H  -3.360  2.602  -5.779
H  -2.534  1.107  -3.981
H  -4.794  2.586  0.474
H  -5.273  2.582  2.880
H  -4.426  0.751  4.315
H  -3.091  -1.083  3.325
H  -2.614  -1.093  0.903
H  -2.401  -2.165  -2.176
H  -3.578  -4.288  -2.760
H  -6.051  -4.374  -2.694
H  -7.344  -2.371  -2.028
H  -6.169  -0.282  -1.432
C  1.990  -5.351  3.226
C  1.597  -3.944  3.674
C  1.199  -3.076  2.486
N  1.003  -1.660  2.860
C  1.343  -0.541  2.176
S  0.433  0.864  2.307
N  2.445  -0.593  1.337
C  3.569  -1.427  1.385
O  4.056  -1.843  0.357
C  4.201  -1.712  2.712
C  4.000  -0.906  3.829
C  4.645  -1.207  5.023
C  5.494  -2.308  5.097
C  5.713  -3.096  3.969
C  5.072  -2.790  2.778
H  2.194  -6.003  4.082
H  2.895  -5.316  2.606
H  1.193  -5.819  2.633
H  2.429  -3.466  4.194
H  0.759  -3.997  4.379
H  0.273  -3.450  2.051
H  1.949  -3.147  1.709
H  0.218  -1.478  3.458
H  2.319  -0.108  0.447
H  3.355  -0.033  3.770
H  4.492  -0.573  5.895
H  5.995  -2.546  6.032
H  6.391  -3.941  4.016
H  5.238  -3.378  1.881
C  0.331  -3.924  -1.380
S  0.320  -2.182  -1.753
C  1.996  -2.129  -2.375
O  0.334  -1.511  -0.395
H  1.212  -4.125  -0.760
H  0.355  -4.510  -2.309
H  -0.589  -4.130  -0.824
H  2.149  -2.976  -3.053
H  2.678  -2.176  -1.514
H  2.131  -1.189  -2.916

Computed properties:
LUMO energy	0.141	eV
M	899.0	g mol⁻¹
strongest force on any atom	2.333	eV/Å
orbital gap	7.1	eV


Here is one molecule with the formula C5H11N at a distorted geometry from OMol25. Energies are from wB97M-V/def2-TZVPD.

Cartesian coordinates (Å):
C  0.911  -0.019  -2.053
N  -0.270  0.784  -2.009
C  -1.005  0.490  -0.700
C  -0.078  0.474  0.663
C  -0.413  -0.796  1.483
C  0.200  -0.901  2.797
H  2.038  0.343  -2.037
H  0.960  -0.765  -1.163
H  0.843  -0.847  -2.803
H  -0.066  1.817  -2.231
H  -1.842  1.102  -0.800
H  -1.512  -0.495  -0.565
H  0.956  0.536  0.444
H  -0.325  1.389  1.235
H  -1.358  -1.258  1.207
H  1.018  -0.185  3.044
H  -0.058  -1.671  3.488

Computed properties:
LUMO energy	1.019	eV
M	85.1	g mol⁻¹
SMILES	C=CCCNC
strongest force on any atom	5.840	eV/Å
orbital gap	9.7	eV


Here is C31H62AlCl2O3PSSi as an isolated structure from OMol25. Energies are from wB97M-V/def2-TZVPD.

Cartesian coordinates (Å):
Al  -0.292  -0.088  0.573
Cl  2.329  0.138  0.055
C  1.995  1.345  -1.183
Cl  0.235  1.529  -1.260
H  2.367  1.000  -2.142
H  2.438  2.294  -0.900
C  -4.532  0.432  -0.014
C  -3.184  1.037  0.338
C  -2.844  2.168  -0.623
C  -3.178  1.522  1.777
O  -2.089  0.016  0.237
Si  -2.296  -1.759  -0.127
S  -0.237  -1.984  -0.598
O  -3.314  -2.067  -1.289
C  -3.409  -2.410  -2.708
C  -2.816  -1.267  -3.517
C  -2.651  -3.704  -2.953
C  -4.895  -2.579  -2.984
O  -2.728  -2.270  1.326
C  -3.416  -3.512  1.709
C  -2.763  -4.683  0.990
C  -4.888  -3.380  1.341
C  -3.249  -3.648  3.212
H  -5.303  1.179  0.165
H  -4.755  -0.439  0.603
H  -4.572  0.150  -1.063
H  -3.695  2.841  -0.710
H  -2.626  1.776  -1.618
H  -1.996  2.752  -0.258
H  -3.943  2.285  1.914
H  -2.207  1.961  2.022
H  -3.384  0.695  2.457
H  -1.758  -1.136  -3.278
H  -3.349  -0.334  -3.324
H  -2.904  -1.491  -4.580
H  -1.606  -3.610  -2.651
H  -2.682  -3.945  -4.015
H  -3.105  -4.532  -2.407
H  -5.441  -1.672  -2.726
H  -5.298  -3.407  -2.401
H  -5.056  -2.793  -4.041
H  -2.830  -4.552  -0.093
H  -3.269  -5.610  1.255
H  -1.709  -4.773  1.263
H  -5.004  -3.267  0.263
H  -5.324  -2.509  1.835
H  -5.436  -4.265  1.661
H  -2.195  -3.740  3.477
H  -3.767  -4.545  3.553
H  -3.682  -2.789  3.728
C  -3.131  -0.091  6.145
C  -3.125  0.723  4.852
C  -1.735  1.289  4.554
C  -0.631  0.199  4.528
C  -1.204  -1.180  4.863
C  -1.977  -1.114  6.182
P  0.414  0.147  2.986
C  1.445  1.697  2.990
C  0.685  2.829  2.279
C  1.462  4.135  2.417
C  1.439  4.601  3.886
C  1.294  3.427  4.870
C  1.999  2.173  4.355
C  1.620  -1.251  3.189
C  2.397  -1.289  4.521
C  2.970  -2.698  4.759
C  3.376  -3.375  3.450
C  2.154  -3.595  2.529
C  1.017  -2.637  2.896
H  -4.090  -0.598  6.244
H  -3.050  0.591  6.992
H  -3.823  1.556  4.939
H  -3.474  0.103  4.021
H  -1.498  2.009  5.338
H  -1.774  1.844  3.618
H  0.117  0.440  5.289
H  -0.397  -1.899  4.986
H  -1.847  -1.528  4.055
H  -1.273  -0.857  6.978
H  -2.352  -2.111  6.414
H  2.307  1.436  2.376
H  -0.303  2.968  2.724
H  0.528  2.567  1.222
H  1.033  4.904  1.775
H  2.493  3.974  2.088
H  0.611  5.294  4.039
H  2.356  5.151  4.098
H  0.239  3.219  5.055
H  1.729  3.703  5.830
H  1.962  1.379  5.102
H  3.055  2.417  4.220
H  2.359  -1.057  2.403
H  1.762  -1.022  5.369
H  3.212  -0.563  4.487
H  2.236  -3.322  5.274
H  3.833  -2.623  5.421
H  3.852  -4.329  3.667
H  4.126  -2.757  2.947
H  1.794  -4.620  2.616
H  2.439  -3.444  1.484
H  0.502  -3.017  3.776
H  0.278  -2.594  2.097

Computed properties:
LUMO energy	-6.102	eV
net charge	+2
M	671.8	g mol⁻¹
strongest force on any atom	0.867	eV/Å
orbital gap	8.8	eV


Here is C16H16BCaN9O7 as an isolated structure at a distorted geometry from OMol25. Energies are from wB97M-V/def2-TZVPD.

Cartesian coordinates (Å):
H  -3.477  0.584  0.685
N  -1.839  1.655  -0.189
B  -0.426  2.785  -2.059
N  -1.754  2.389  -1.364
C  -2.995  2.647  -1.825
Ca  -1.048  1.769  1.956
H  -3.145  3.306  -2.672
C  -3.909  1.985  -1.019
H  -4.986  2.009  -1.107
C  -3.150  1.318  -0.050
H  -0.585  3.663  -2.876
C  1.773  -2.093  0.487
H  2.393  -2.474  1.332
H  1.781  -1.003  0.506
H  2.265  -2.393  -0.458
N  0.146  1.529  -2.799
N  0.554  3.219  -0.920
N  0.265  0.384  -2.037
N  0.727  2.599  0.321
C  0.551  1.283  -4.056
C  1.389  4.278  -1.029
H  0.564  2.038  -4.830
H  1.298  4.982  -1.848
C  0.950  -0.061  -4.138
C  2.240  4.284  0.080
C  0.755  -0.560  -2.839
C  1.852  3.159  0.845
H  1.332  -0.572  -4.990
H  2.995  5.018  0.289
H  0.970  -1.567  -2.498
H  2.365  2.761  1.711
H  0.700  -2.485  0.594
O  -0.899  -4.226  7.448
N  -0.591  -4.717  6.342
O  -0.250  -5.906  6.212
C  -0.646  -3.861  5.164
C  -0.978  -2.511  5.321
C  -0.830  -1.624  4.263
C  -0.506  -2.087  2.926
O  -0.471  -1.274  1.950
C  -0.247  -3.512  2.798
C  -0.281  -4.346  3.916
N  0.138  -4.181  1.621
O  0.395  -5.407  1.696
O  0.244  -3.613  0.466
N  -1.081  -0.228  4.547
O  -1.788  0.048  5.529
O  -0.512  0.719  3.854
H  -1.248  -2.149  6.319
H  0.056  -5.384  3.826

Computed properties:
LUMO energy (alpha / beta)	-2.285 / -2.285	eV
M	497.2	g mol⁻¹
strongest force on any atom	7.717	eV/Å
orbital gap (alpha / beta)	5.7 / 5.8	eV


Here is a 2-piece molecular cluster, C3H10ClN5S overall at a distorted geometry from OMol25. Energies are from wB97M-V/def2-TZVPD.

Cartesian coordinates (Å):
C  -0.978  -0.856  0.479
C  0.822  0.723  -0.425
C  2.068  0.525  0.325
N  -2.311  -0.644  0.647
N  -2.588  0.663  0.544
N  -0.489  0.410  0.189
N  -1.510  1.272  0.210
N  2.523  -0.835  0.414
S  -0.105  -2.237  0.619
Cl  -5.293  0.421  -0.354
H  0.722  1.761  -0.705
H  0.893  0.119  -1.393
H  2.125  0.893  1.300
H  2.810  1.023  -0.343
H  -3.153  -1.361  0.595
H  -3.568  1.018  0.351
H  -5.174  0.576  0.950
H  2.448  -1.222  1.373
H  3.522  -1.015  0.195
H  1.696  -1.357  -0.084

Computed properties:
LUMO energy	-8.649	eV
net charge	+2
M	183.7	g mol⁻¹
strongest force on any atom	3.747	eV/Å
orbital gap	8.7	eV


Here is one molecule with the formula C4H7N3 at a distorted geometry from OMol25. Energies are from wB97M-V/def2-TZVPD.

Cartesian coordinates (Å):
C  2.346  -0.105  -0.002
C  0.031  -0.684  0.047
C  -0.484  0.796  0.071
C  -2.054  -0.877  0.029
H  2.529  0.395  0.993
H  2.107  0.827  -0.652
H  3.270  -0.616  -0.228
H  -0.214  1.217  1.024
H  -0.167  1.519  -0.714
H  -2.665  0.972  -0.729
H  -3.068  -1.320  -0.066
N  1.271  -1.010  0.021
N  -1.965  0.472  0.155
N  -0.938  -1.586  0.052

Computed properties:
LUMO energy	0.467	eV
M	97.1	g mol⁻¹
SMILES	C/N=C1\CNC=N1
strongest force on any atom	5.843	eV/Å
orbital gap	9.0	eV


Here is one molecule with the formula C5H15N5O2 at a distorted geometry from OMol25. Energies are from wB97M-V/def2-TZVPD.

Cartesian coordinates (Å):
C  -0.424  -1.303  -0.602
C  -2.736  2.688  0.111
C  -0.259  2.702  -0.052
C  -1.555  0.514  0.488
C  -1.521  1.864  -0.288
N  0.771  -1.992  -1.177
N  2.929  -2.312  1.673
N  1.988  -1.394  -0.909
N  2.947  -3.157  0.561
N  3.080  -2.254  -0.639
O  -1.649  -1.663  -1.049
O  -0.405  -0.193  0.123
H  -2.969  3.368  -0.628
H  -2.578  3.160  1.052
H  -3.691  1.948  0.109
H  -0.512  3.627  -0.438
H  0.645  2.296  -0.480
H  -0.001  3.017  1.049
H  -1.635  0.762  1.494
H  -2.298  -0.169  0.281
H  -1.576  1.635  -1.335
H  3.699  -1.645  1.550
H  2.081  -1.740  1.906
H  1.916  -0.515  -0.456
H  2.046  -3.693  0.436
H  3.154  -3.055  -1.305
H  -1.447  -2.496  -1.474

Computed properties:
LUMO energy	0.609	eV
M	177.2	g mol⁻¹
SMILES	CC(C)CO/C(O)=N\NNNN
strongest force on any atom	7.206	eV/Å
orbital gap	8.1	eV


> The lowest strongest force on any atom belongs to which entry?

C31H62AlCl2O3PSSi